[1]
Computed, not measured: 11 unconnected molecules or ions with the total composition C32H49BF7O44S10, with wB97M-V/def2-TZVPD.

Last column: Mulliken charge in e.
CARTESIAN COORDINATES (ANGSTROEM)
O1 -1.19 -0.03 5.94  -0.6128
C1 -0.50 -0.25 4.96  -0.1902
O2 0.73 -0.86 5.09  -0.2303
C2 1.81 0.06 5.36  -0.0319
C3 1.75 1.48 4.68  -0.6078
O3 2.02 1.15 3.34  -0.4686
B1 3.23 0.34 3.52  1.0292
C4 3.77 -0.50 2.20  0.1292
F1 4.30 0.40 1.29  -0.3200
F2 4.75 -1.35 2.67  -0.3586
C5 2.69 -1.32 1.44  0.6489
F3 2.20 -0.65 0.37  -0.3253
F4 1.71 -1.60 2.32  -0.1283
C6 3.18 -2.72 0.91  0.6587
F5 4.38 -2.69 0.33  -0.2705
F6 2.28 -3.15 -0.01  -0.2798
F7 3.14 -3.60 1.92  -0.2917
O4 2.97 -0.44 4.75  -0.6229
C7 -0.93 0.04 3.53  0.9681
C8 -1.21 -1.07 2.73  -0.3489
C9 -1.57 -0.95 1.39  -0.3992
C10 -1.67 0.32 0.83  -0.8145
C11 -1.41 1.43 1.63  -0.6112
C12 -1.04 1.31 2.97  0.1450
H1 1.98 0.08 6.45  0.2764
H2 2.63 2.02 5.09  0.2641
H3 0.84 2.07 4.84  0.2754
H4 4.13 1.17 3.64  -0.3711
H5 -1.10 -2.07 3.15  0.3044
H6 -1.75 -1.87 0.83  0.4932
H7 -1.93 0.40 -0.23  0.2982
H8 -1.46 2.43 1.18  0.3274
H9 -0.82 2.20 3.55  0.4030
C13 4.72 3.08 0.13  -0.0793
C14 3.89 3.02 -1.12  -0.3323
O5 3.85 4.38 -1.60  -0.3655
S1 5.24 5.11 -1.23  1.1525
O6 6.09 5.05 -2.37  -0.5358
O7 4.94 6.32 -0.56  -0.6102
O8 5.76 4.03 -0.16  -0.3061
H10 4.14 3.46 0.98  0.2517
H11 5.15 2.12 0.39  0.2175
H12 2.88 2.66 -0.93  0.3077
H13 4.36 2.40 -1.89  0.3440
C15 -3.32 -2.39 -3.66  -0.4079
C16 -4.57 -1.60 -4.02  -0.3951
O9 -4.98 -1.01 -2.79  -0.1690
S2 -3.70 -0.68 -1.89  1.1738
O10 -3.36 0.68 -2.07  -0.5200
O11 -3.89 -1.26 -0.61  -0.5227
O12 -2.63 -1.58 -2.71  -0.3260
H14 -3.57 -3.34 -3.19  0.3030
H15 -2.69 -2.57 -4.53  0.2942
H16 -5.36 -2.23 -4.43  0.4023
H17 -4.34 -0.79 -4.72  0.2403
C17 -6.48 3.93 -4.23  -0.4398
C18 -7.91 3.72 -3.81  -0.0152
O13 -8.00 2.32 -3.50  -0.2213
S3 -6.60 1.82 -2.90  1.0579
O14 -6.67 1.82 -1.49  -0.5391
O15 -6.18 0.68 -3.63  -0.5048
O16 -5.71 3.09 -3.36  -0.3202
H18 -6.31 3.59 -5.26  0.2939
H19 -6.16 4.96 -4.14  0.3190
H20 -8.62 3.98 -4.59  0.3628
H21 -8.14 4.29 -2.91  0.0361
C19 11.13 4.07 -2.41  -0.3521
C20 10.70 2.77 -1.76  -0.3523
O17 9.52 3.11 -1.03  -0.3315
S4 8.72 4.28 -1.82  1.2900
O18 7.72 3.65 -2.60  -0.5214
O19 8.47 5.34 -0.91  -0.5426
O20 9.92 4.71 -2.81  -0.3373
H22 11.65 4.72 -1.70  0.2843
H23 11.77 3.90 -3.28  0.3015
H24 11.45 2.37 -1.09  0.3094
H25 10.43 2.02 -2.50  0.2792
C21 -2.48 6.63 -0.49  -0.3447
C22 -1.01 7.00 -0.48  -0.3604
O21 -0.58 6.73 0.85  -0.3284
S5 -1.40 5.47 1.43  1.1150
O22 -0.62 4.30 1.27  -0.4362
O23 -1.96 5.84 2.68  -0.6256
O24 -2.57 5.45 0.32  -0.2392
H26 -3.09 7.41 -0.03  0.2984
H27 -2.85 6.42 -1.49  0.3009
H28 -0.85 8.05 -0.73  0.3148
H29 -0.44 6.37 -1.16  0.2623
C23 4.40 -6.81 2.74  0.3016
C24 3.00 -7.11 3.23  -0.3621
O25 3.00 -8.53 3.47  -0.3590
S6 4.46 -8.99 3.96  1.0795
O26 4.46 -9.07 5.37  -0.5492
O27 4.88 -10.07 3.14  -0.5314
O28 5.25 -7.66 3.53  -0.3450
H30 4.52 -7.08 1.69  -0.0749
H31 4.67 -5.77 2.88  0.2460
H32 2.24 -6.85 2.50  0.3072
H33 2.79 -6.61 4.17  0.3602
C25 -9.07 2.63 0.66  -0.3960
C26 -10.14 3.41 1.40  -0.3142
O29 -10.27 4.63 0.67  -0.2987
S7 -10.00 4.35 -0.89  1.1400
O30 -11.24 4.18 -1.54  -0.4692
O31 -9.01 5.27 -1.33  -0.6546
O32 -9.32 2.91 -0.72  -0.2208
H34 -8.07 2.99 0.90  0.2672
H35 -9.13 1.57 0.85  0.3635
H36 -9.87 3.61 2.43  0.3551
H37 -11.10 2.89 1.37  0.2123
C27 5.58 -5.74 -2.61  -0.4694
C28 4.18 -6.04 -2.14  -0.2221
O33 4.17 -7.45 -1.91  -0.3242
S8 5.63 -7.92 -1.42  1.0262
O34 5.63 -8.01 0.00  -0.4967
O35 6.04 -9.00 -2.24  -0.5754
O36 6.44 -6.59 -1.84  -0.1494
H38 5.71 -6.00 -3.66  0.2947
H39 5.85 -4.69 -2.46  0.3718
H40 3.42 -5.77 -2.86  0.3197
H41 3.97 -5.54 -1.19  0.1586
C29 11.51 -7.90 -0.76  -0.3953
C30 10.43 -8.39 0.19  -0.3182
O37 9.37 -7.45 0.04  -0.2821
S9 9.34 -6.90 -1.46  1.1877
O38 8.37 -7.62 -2.19  -0.4916
O39 9.36 -5.48 -1.42  -0.5778
O40 10.81 -7.42 -1.90  -0.3205
H42 12.07 -7.07 -0.32  0.2910
H43 12.20 -8.69 -1.04  0.3025
H44 10.77 -8.43 1.22  0.3061
H45 10.06 -9.37 -0.11  0.2883
C31 -16.01 2.91 0.43  -0.3271
C32 -16.43 4.37 0.36  -0.3478
O41 -15.23 5.08 0.08  -0.3421
S10 -14.27 4.17 -0.85  1.0635
O42 -14.45 4.55 -2.20  -0.5890
O43 -12.99 4.10 -0.24  -0.3383
O44 -15.03 2.77 -0.61  -0.3486
H46 -15.53 2.68 1.38  0.2724
H47 -16.84 2.23 0.26  0.3056
H48 -16.87 4.72 1.30  0.3095
H49 -17.13 4.54 -0.46  0.2922

2S+1: 1
Kohn-Sham gap (eV): 6.5
LUMO energy (eV): 1.20
Net charge: -1
HOMO energy (eV): -5.28


[2]
Computed, not measured: a molecular structure, C4H11BO, with wB97M-V/def2-TZVPD.

Last column: Mulliken charge in e.
CARTESIAN COORDINATES (ANGSTROEM)
B1 -0.40 0.08 0.11  0.4874
C1 -0.46 1.64 -0.18  -0.9333
C2 2.45 -0.48 0.08  -0.9580
C3 -2.54 -0.60 -0.52  -0.6099
C4 1.28 -0.89 0.91  -0.5802
O1 -1.28 -0.86 -0.01  -0.4172
H1 0.59 2.09 -0.50  0.2433
H2 -0.62 2.23 0.67  0.3572
H3 -1.21 1.76 -1.02  0.2906
H4 2.69 0.59 0.05  0.2181
H5 3.28 -0.95 0.69  0.3072
H6 2.17 -0.71 -0.96  0.2787
H7 -3.26 -1.38 -0.48  0.2468
H8 -2.34 -0.11 -1.56  0.2525
H9 -2.86 0.26 0.11  0.2926
H10 1.04 -2.01 0.67  0.1809
H11 1.47 -0.67 1.96  0.3432

2S+1: 1
Kohn-Sham gap (eV): 8.7
Relative energy (zero: lowest compared OMol25 entry of this formula, charge and spin) (kcal/mol): 53.0
LUMO energy (eV): 0.65
HOMO energy (eV): -8.10


[3]
Computed, not measured: C25H20N2O6S in the gas phase, with wB97M-V/def2-TZVPD.

Last column: Mulliken charge in e.
CARTESIAN COORDINATES (ANGSTROEM)
C1 -5.41 -2.02 -0.78  -1.3957
C2 -5.99 -1.23 0.36  0.9223
C3 -6.85 -1.84 1.26  -0.6488
C4 -7.42 -1.13 2.30  -0.6624
C5 -7.13 0.21 2.46  -0.6085
C6 -6.28 0.84 1.57  -0.6956
C7 -5.70 0.13 0.53  0.5160
N1 -4.82 0.73 -0.39  0.0762
C8 -4.45 2.03 -0.47  0.7472
O1 -4.84 2.94 0.22  -0.6462
C9 -3.43 2.27 -1.61  -1.2038
N2 -2.12 1.73 -1.29  0.1151
C10 -1.11 2.57 -0.89  0.6212
O2 -1.17 3.76 -0.78  -0.5435
S1 0.37 1.61 -0.60  -0.0910
C11 -0.44 0.13 -1.06  0.2874
C12 0.11 -1.11 -1.10  -0.8031
C13 1.45 -1.40 -0.76  0.9347
C14 2.14 -2.60 -0.71  -1.2045
C15 3.45 -2.29 -0.31  -0.4644
C16 3.50 -0.92 -0.14  0.2919
C17 4.53 0.01 0.32  0.7837
C18 4.08 1.16 0.97  -0.9423
C19 4.97 2.07 1.49  -0.9031
C20 6.33 1.83 1.37  -0.7144
C21 6.79 0.72 0.67  0.8258
C22 5.90 -0.22 0.13  0.6902
C23 6.39 -1.42 -0.61  -1.9711
H1 5.69 -1.69 -1.40  0.5192
H2 6.48 -2.27 0.07  0.3097
H3 7.36 -1.24 -1.05  0.4363
C24 8.28 0.62 0.59  0.2199
O3 9.00 0.85 1.52  -0.5535
O4 8.76 0.32 -0.62  -0.4595
H4 9.73 0.33 -0.60  0.3272
H5 7.05 2.51 1.79  0.4782
H6 4.62 2.95 2.01  0.4232
H7 3.02 1.33 1.07  0.4770
O5 2.28 -0.39 -0.41  -0.2546
H8 4.23 -2.99 -0.13  0.5609
H9 1.74 -3.57 -0.93  0.4986
H10 -0.52 -1.94 -1.40  0.4459
C25 -1.83 0.39 -1.42  0.4915
O6 -2.64 -0.44 -1.78  -0.7412
H11 -3.32 3.34 -1.75  0.4602
H12 -3.78 1.79 -2.53  0.3229
H13 -4.38 0.09 -1.04  0.0985
H14 -6.05 1.89 1.69  0.5238
H15 -7.57 0.77 3.27  0.3896
H16 -8.09 -1.63 2.99  0.3757
H17 -7.08 -2.89 1.13  0.3292
H18 -4.32 -2.00 -0.77  0.2914
H19 -5.75 -1.64 -1.74  0.3429
H20 -5.72 -3.06 -0.71  0.3740

SMILES string: Cc1ccccc1NC(=O)CN1C(=O)S/C(=C\c2ccc(-c3cccc(C(=O)O)c3C)o2)C1=O
2S+1: 1
Kohn-Sham gap (eV): 7.1
Relative energy (zero: lowest compared OMol25 entry of this formula, charge and spin) (kcal/mol): 5.3
LUMO energy (eV): -1.05
HOMO energy (eV): -8.17


[4]
Computed, not measured: C19H20ClNO5S in the gas phase, with wB97M-V/def2-TZVPD.

Last column: Mulliken charge in e.
CARTESIAN COORDINATES (ANGSTROEM)
O1 -0.10 -3.22 -0.96  -0.6815
C1 -0.80 -2.74 -0.09  0.6484
N1 -2.03 -2.25 -0.26  0.0479
H1 -2.42 -1.66 0.46  0.1757
C2 -2.55 -2.03 -1.60  -0.4392
H2 -2.59 -3.00 -2.11  0.4704
H3 -1.87 -1.38 -2.15  0.2371
C3 -3.94 -1.40 -1.53  -1.3870
C4 -3.85 -0.04 -0.88  0.5628
C5 -4.22 0.14 0.45  -0.3517
C6 -4.09 1.38 1.05  -0.3160
C7 -3.58 2.45 0.33  -0.7032
C8 -3.21 2.28 -0.99  -0.2312
C9 -3.35 1.04 -1.59  -0.4203
H4 -3.06 0.91 -2.62  0.3938
H5 -2.81 3.10 -1.55  0.3380
H6 -3.48 3.42 0.80  0.4010
H7 -4.38 1.51 2.08  0.3836
H8 -4.62 -0.68 1.01  0.3463
H9 -4.60 -2.05 -0.96  0.3311
H10 -4.33 -1.31 -2.54  0.4162
C10 -0.33 -2.71 1.38  -0.7480
H11 0.48 -3.44 1.51  0.3614
H12 -1.16 -2.93 2.06  0.4030
O2 0.24 -1.45 1.72  -0.3473
C11 -0.59 -0.46 2.04  0.6713
O3 -1.78 -0.57 2.15  -0.6160
C12 0.18 0.81 2.34  -0.8282
C13 -0.21 1.89 1.35  -0.5039
H13 0.33 2.82 1.51  0.5828
H14 -1.29 2.07 1.37  0.0820
S1 0.14 1.31 -0.34  1.2636
O4 -0.65 0.12 -0.56  -0.2342
O5 -0.03 2.41 -1.24  -0.7487
C14 1.87 0.83 -0.33  -0.1289
C15 2.23 -0.48 -0.55  -0.0483
C16 3.57 -0.84 -0.54  -1.0108
C17 4.53 0.14 -0.31  0.4313
C18 4.17 1.46 -0.10  -0.8236
C19 2.83 1.81 -0.11  -0.4005
H15 2.52 2.84 0.02  0.4374
H16 4.93 2.21 0.06  0.4281
Cl1 6.19 -0.30 -0.29  -0.2058
H17 3.86 -1.86 -0.71  0.4798
H18 1.46 -1.22 -0.74  0.4696
H19 1.25 0.60 2.27  0.2892
H20 -0.06 1.13 3.36  0.5227

SMILES string: O=C(COC(=O)CCS(=O)(=O)c1ccc(Cl)cc1)NCCc1ccccc1
2S+1: 1
Kohn-Sham gap (eV): 9.3
Relative energy (zero: lowest compared OMol25 entry of this formula, charge and spin) (kcal/mol): 1.8
LUMO energy (eV): 0.30
HOMO energy (eV): -9.04